{"formula": "C6H19N5NaO7S", "method": "the ωB97M-V functional and the def2-TZVPD basis", "elements": ["Na", "S", "O", "O", "O", "O", "C", "C", "C", "O", "C", "N", "H", "H", "H", "H", "H", "H", "H", "H", "H", "H", "H", "C", "O", "N", "N", "H", "H", "H", "H", "C", "O", "N", "N", "H", "H", "H", "H"], "xyz": [[15.24350, 6.64202, 28.88960], [19.85343, 6.12380, 29.35757], [20.52317, 4.83152, 29.13761], [18.78662, 5.84954, 30.34575], [20.77333, 7.15711, 29.84933], [19.15402, 6.55524, 28.16958], [9.63106, 4.78765, 29.20800], [9.89756, 5.93935, 30.07331], [8.64688, 6.32990, 30.95131], [9.11679, 7.25850, 31.81676], [8.22343, 7.86372, 32.72978], [10.97466, 5.34848, 30.88139], [9.66123, 3.77853, 29.61896], [10.47181, 4.77973, 28.51433], [8.75039, 4.91480, 28.57842], [10.26908, 6.87896, 29.66441], [8.37686, 5.51924, 31.62808], [7.80225, 6.66146, 30.34736], [7.67953, 8.61922, 32.16277], [8.76476, 8.35991, 33.53528], [7.49555, 7.20281, 33.20042], [11.06661, 5.98587, 31.65946], [10.69845, 4.53891, 31.41844], [14.50953, 5.83950, 23.70870], [13.97453, 6.51231, 24.55922], [15.73533, 5.58640, 23.77428], [13.87027, 5.18310, 22.81431], [16.29463, 6.16412, 24.38544], [16.06489, 4.88644, 23.12500], [14.46615, 4.50632, 22.35932], [12.86421, 5.20425, 22.72761], [12.97194, 11.60766, 29.31773], [13.61100, 10.74341, 29.79588], [13.45287, 12.57960, 28.62420], [11.66108, 11.52615, 29.26324], [14.46182, 12.59854, 28.66638], [12.83202, 13.35839, 28.79184], [11.32625, 10.68561, 29.71210], [11.02189, 12.24049, 28.94503]], "atomic_forces_ev_per_a": [[1.1, -0.1, 0.2], [0.5, -1.2, 1.3], [0.9, -0.4, -0.4], [-1.8, 0.1, 1.8], [0.4, 0.3, 0.1], [-1.2, 1.2, -3.0], [-0.3, -0.1, -3.5], [-1.1, -1.4, 2.9], [0.9, -1.5, -0.5], [1.2, 2.4, 1.9], [-0.2, 0.4, -0.6], [0.7, 1.8, 1.5], [-0.4, 0.4, 0.7], [0.0, -0.2, -0.3], [-0.2, -0.2, 0.0], [0.0, -0.3, -0.6], [-0.6, -1.0, -0.7], [-0.2, 0.1, -0.2], [-0.4, 0.2, 0.2], [0.3, -0.1, -0.2], [0.0, -0.5, -0.2], [0.8, 0.6, 0.2], [-0.6, -0.6, -0.6], [-3.4, 1.9, 3.5], [-1.6, 2.2, 1.4], [6.5, -1.2, -0.4], [-2.2, -2.6, -4.1], [0.3, -0.6, -0.2], [1.1, 0.5, 0.6], [-1.2, -0.1, -0.6], [0.5, -0.1, 0.1], [-1.1, -1.6, -0.5], [2.6, -3.3, 2.1], [1.5, 3.6, -1.7], [-3.8, -0.7, 0.8], [-0.1, 0.9, 0.0], [1.1, 1.0, -0.7], [-0.5, 0.4, 0.0], [0.2, -0.4, 0.0]], "max_force_ev_per_a": 6.6, "spin_multiplicity": 1, "lumo_ev": 1.060, "homo_ha": -0.06600, "de_lowest_kcal_mol": 141.8, "orbital_gap_ha": 0.10497, "total_charge": -1}